(1)
Here is a structure of composition C33H49BBrF5N7O3TeTi at a distorted geometry from the Open Molecules 2025 dataset. Energies are from the ωB97M-V functional and the def2-TZVPD basis.

Summary:
HOMO level, eV: -4.80
Orbital gap, eV: 6.06
LUMO energy, eV: 1.3
E, Ha: -6111.9671
Energy above the lowest of the compared OMol25 structures with the same formula, charge and spin, eV: 2.356

```
! wB97M-V def2-TZVPD RIJCOSX def2/J DEFGRID3
* xyz -1 1
H -2.563 0.401 0.536
C 0.933 -5.367 1.534
C 1.486 2.032 1.238
H -4.380 -1.310 3.348
H -5.398 -1.917 1.036
H 2.602 2.460 -1.192
N 0.090 0.434 -1.746
H -3.311 4.128 2.589
H -3.592 -3.161 1.976
C -3.406 -1.227 2.859
C -0.641 2.089 1.858
F 0.010 -3.541 -3.654
H 1.944 -3.537 1.998
H 3.073 -4.790 0.139
H -1.482 -4.311 1.821
Br 1.037 -0.955 3.370
F -0.300 -4.516 -1.380
H -4.309 -2.388 -0.297
H 3.673 -1.425 4.408
O 5.162 -0.401 -1.366
H -2.930 2.274 4.413
C -3.350 -2.152 1.635
O 1.086 -1.945 -1.941
C -1.925 -2.271 1.148
C -1.936 2.141 3.980
N -1.171 0.541 -1.245
C 0.573 2.739 2.023
C 1.374 -3.951 1.156
F -2.892 -1.567 -1.803
H 1.610 3.252 -3.581
H -3.939 1.428 -3.976
N 2.795 -0.947 1.196
N -0.435 1.053 1.030
C 3.004 3.094 -0.402
H -1.243 2.815 4.490
H -2.729 1.814 2.018
C 3.511 3.251 2.062
H 3.382 2.787 3.043
H 0.280 -5.756 0.750
C -3.361 1.575 -1.886
C -3.565 3.090 -1.788
H 1.739 -4.335 -0.941
H -4.609 3.315 -1.558
H 3.499 1.465 0.887
C -1.116 1.619 -3.165
H -3.311 3.574 -2.735
B -1.448 0.147 0.238
H 1.126 -0.944 -4.511
C 1.211 0.059 -4.926
Te -0.855 -2.653 -2.180
H 2.219 0.835 -3.207
H 2.429 4.023 -0.372
H 0.405 -5.383 2.490
H 1.807 -6.014 1.621
H 2.480 2.543 -4.951
H 5.936 -1.530 3.394
H 4.043 3.331 -0.646
F -2.288 -3.818 -2.860
Ti 1.326 -0.750 -0.695
N -1.135 -1.330 0.608
C 4.123 -0.504 -0.777
H 0.767 3.613 2.622
H -1.598 4.563 2.713
H -3.959 -0.110 -3.077
H 3.032 4.232 2.078
C -4.405 -1.772 0.594
H -2.935 3.523 -1.007
C 4.039 -0.907 0.679
F -1.123 -1.442 -3.694
C 1.552 2.503 -4.376
C -1.963 2.436 2.477
C 0.135 1.065 -2.926
H 4.579 3.401 1.891
C -1.136 -3.385 1.399
H 2.085 0.100 -5.583
C 0.153 -3.079 0.986
C 2.919 2.383 0.956
H -3.258 -0.190 2.562
C 2.305 -4.038 -0.059
H -3.687 1.116 -0.954
N 0.149 -1.818 0.522
C 5.176 -1.129 1.412
H -2.288 4.121 1.145
N 0.867 1.005 0.654
C 3.816 -1.304 3.345
C 2.725 -1.096 2.509
H 6.125 -1.111 0.892
H 0.729 2.774 -5.041
H 2.812 -3.098 -0.278
C -4.182 0.958 -3.018
H 0.310 0.247 -5.513
C 1.349 1.099 -3.806
H -5.251 1.095 -2.826
H -1.425 2.170 -4.039
O 2.944 -0.231 -1.272
C 5.066 -1.352 2.775
H -2.633 -1.492 3.588
C -2.311 3.903 2.213
C -1.916 1.257 -2.091
H -1.612 1.115 4.165
H -4.306 -0.737 0.276
*
```

---

(2)
Here is a cluster of 9 separate species, C33H49Br3O16 in total at a distorted geometry from the Open Molecules 2025 dataset. Energies are from the ωB97M-V functional and the def2-TZVPD basis.

Summary:
HOMO level (alpha / beta), eV: -1.74 / -6.26
Orbital gap (alpha / beta), eV: 3.63 / 8.15
LUMO energy (alpha / beta), eV: 1.9 / 1.9
E, Ha: -10212.7095

```
! wB97M-V def2-TZVPD RIJCOSX def2/J DEFGRID3
* xyz -1 2
H 1.193 -6.565 0.509
H -1.534 2.255 -3.686
C -4.906 5.258 0.999
H -6.740 -3.244 -0.212
H -4.079 -0.513 -4.426
H -0.082 1.876 -2.388
H -2.836 3.300 0.780
C -5.832 -1.256 0.286
H -6.673 -1.093 0.960
O -0.305 -0.376 -0.430
C -0.514 -4.670 -1.412
H 3.944 -7.173 1.363
H 1.409 -0.413 0.668
H 4.470 -1.103 -1.029
H 2.450 2.148 5.600
O 6.053 0.227 -1.089
C 2.579 1.879 4.552
H -0.913 -1.203 2.242
H -4.774 -4.287 -0.566
C 1.893 1.795 -3.133
H 2.561 2.475 -3.661
O -5.508 6.234 0.625
H -2.081 0.658 1.911
C 2.947 3.881 3.114
H 1.529 1.064 -3.855
H -3.484 5.327 2.587
H 3.194 -7.127 -0.261
C 0.428 -0.889 0.668
H 2.929 4.864 3.585
H 2.538 0.817 4.309
C 2.531 1.444 -1.837
H 1.425 2.369 2.744
O 3.138 -3.118 0.266
C -0.309 -0.369 1.885
H -5.721 -0.329 -0.277
H -3.112 1.886 -3.026
H -4.068 2.157 0.489
C -4.472 4.920 2.372
C 3.386 -6.563 0.652
H -1.664 -0.228 -3.445
H 3.614 1.563 -1.864
C 6.071 1.313 -0.352
H -1.109 0.442 -4.819
C -2.461 1.718 -3.884
H -5.188 5.349 3.074
C -3.919 3.185 0.818
C 0.713 2.604 -2.547
O 5.144 1.730 4.710
H 0.433 -1.975 0.582
C -3.276 -0.158 -5.071
H 3.684 -0.006 0.903
O -3.155 2.213 -5.077
O 4.153 3.173 3.380
Br -1.420 -5.555 0.058
H 1.177 3.549 4.081
H 4.609 -5.348 -0.644
O 6.543 2.381 -0.894
H -3.146 -0.722 -5.995
O -2.212 0.697 -0.871
H 6.539 0.841 1.635
C -2.055 0.345 -4.286
C -1.284 0.375 -0.057
C 3.127 -4.278 0.548
H -6.311 -2.188 -1.535
Br 0.189 -5.986 -2.735
C 5.367 -0.829 -0.474
H -5.175 2.808 2.546
H 4.970 -0.823 1.691
C 1.895 2.909 3.566
C 1.944 2.225 -0.720
H 0.434 3.402 -3.235
O 0.953 3.060 -1.217
C 4.228 -5.352 0.377
C 4.084 2.204 4.261
C -4.594 -3.213 -0.590
C -4.579 -1.555 1.072
H 6.007 -1.705 -0.363
C -5.993 -2.524 -0.548
H 0.531 -0.208 2.560
H 2.936 3.888 2.024
H -0.705 1.785 1.434
O -4.590 4.234 0.141
C -3.615 1.170 -5.704
H 4.923 -5.230 1.208
Br -1.531 -3.204 -2.312
H -4.103 -3.028 -1.545
C -4.276 3.376 2.307
H 0.350 -4.254 -0.893
H 1.877 -6.446 2.182
C 4.742 -0.245 0.795
C 2.002 -6.184 1.132
C -1.117 0.776 1.417
C 5.653 0.995 1.020
O 2.067 -4.749 1.064
O -4.201 1.391 -6.763
H -3.567 3.080 3.080
H 2.345 0.378 -1.699
H 5.083 1.839 1.409
O -3.852 -2.617 0.525
O 2.308 2.137 0.520
O -4.255 -1.067 2.144
*
```

---

Number 1: molecular weight 953.0 u. Number 2: molecular weight 941.5 u.